The following is a quantum chemistry calculation of C35H31CoN3O7P2S as an isolated structure, from the OMol25 dataset.

Last column: Löwdin charge in e.
Geometry (Å):
1 Co 1.31190 0.16745 -1.22484  0.5805
2 C -5.51624 1.02727 3.17382  -0.3001
3 S -5.46313 0.92423 1.41405  1.1876
4 C -3.78122 1.23773 1.01598  -0.4559
5 C -3.50243 0.94942 -0.45376  -0.2155
6 C -1.99108 0.97474 -0.71528  -0.2967
7 N -1.20596 0.29829 0.36669  -0.4014
8 P 0.28435 1.21836 0.66757  1.0293
9 C 0.90020 0.52185 2.20786  -0.4000
10 C 2.18352 -0.01400 2.24000  -0.0704
11 C 2.68099 -0.51899 3.43881  -0.0438
12 C 1.90687 -0.48209 4.58444  -0.0598
13 C 0.62337 0.06249 4.55332  -0.0711
14 C 0.12502 0.56680 3.36962  -0.1086
15 C -0.13242 2.92949 1.20227  -0.3064
16 C 0.84448 3.49450 2.02862  -0.0855
17 C 0.73665 4.79788 2.48672  -0.0513
18 C -0.35772 5.57295 2.13994  -0.0616
19 C -1.32892 5.03779 1.30977  -0.0704
20 C -1.21274 3.73779 0.83542  -0.1019
21 P -0.58493 -1.20056 -0.41080  1.0319
22 C -2.19289 -1.98559 -0.76318  -0.3521
23 C -2.48079 -2.38630 -2.05973  -0.0722
24 C -3.69983 -2.99260 -2.35501  -0.0526
25 C -4.62520 -3.20963 -1.35056  -0.0601
26 C -4.33429 -2.82822 -0.04036  -0.0756
27 C -3.12651 -2.21980 0.25089  -0.1137
28 C 0.17828 -2.25721 0.82675  -0.3683
29 C -0.30939 -2.50493 2.11332  -0.1018
30 C 0.33376 -3.40664 2.93445  -0.0664
31 C 1.46831 -4.07909 2.47928  -0.0546
32 C 1.95622 -3.84314 1.20828  -0.0421
33 C 1.31391 -2.92784 0.37997  -0.0874
34 H -6.53634 0.85691 3.50355  0.0626
35 H -5.16721 2.01614 3.48139  0.0797
36 H -4.84062 0.27178 3.58176  0.0761
37 H -3.17166 0.59178 1.66385  0.0913
38 H -3.57607 2.27253 1.32355  0.1047
39 H -4.00481 1.66016 -1.11101  0.1308
40 H -3.88749 -0.04097 -0.69275  0.0855
41 H -1.63848 1.99514 -0.83351  0.0779
42 H -1.81306 0.52224 -1.69911  0.1077
43 H 2.77838 -0.07463 1.33747  0.0877
44 H 3.67457 -0.94460 3.46440  0.1190
45 H 2.30006 -0.87241 5.51354  0.1123
46 H 0.02958 0.09936 5.45678  0.1073
47 H -0.86232 1.01601 3.34501  0.1033
48 H 1.70890 2.91513 2.32655  0.1104
49 H 1.51437 5.20419 3.11814  0.1164
50 H -0.44626 6.58811 2.50080  0.1137
51 H -2.17245 5.64071 1.00154  0.1102
52 H -1.97460 3.40553 0.15005  0.0741
53 H -1.76005 -2.21727 -2.85090  0.1152
54 H -3.91490 -3.29910 -3.36896  0.1158
55 H -5.56543 -3.69268 -1.57752  0.1130
56 H -5.04234 -3.03879 0.75055  0.1073
57 H -2.89840 -1.93666 1.27067  0.0891
58 H -1.16870 -1.96737 2.49124  0.0907
59 H -0.03685 -3.58342 3.93509  0.1111
60 H 1.97536 -4.77813 3.13044  0.1128
61 H 2.84936 -4.34180 0.85862  0.1197
62 H 1.72916 -2.72640 -0.59871  0.0950
63 O 4.75516 -1.68166 -1.36080  0.0856
64 C 3.89544 -0.89825 -1.68461  -0.5467
65 O 2.99425 -0.48166 -0.80668  -0.1830
66 C 3.84606 -0.34825 -3.08585  -0.0365
67 C 4.96804 -0.60436 -3.85813  0.0792
68 C 5.04638 -0.13490 -5.15376  -0.1263
69 C 4.01676 0.57731 -5.72751  0.0889
70 C 2.88473 0.80488 -4.97336  -0.0526
71 C 2.75624 0.38177 -3.63779  -0.2600
72 O 1.67443 0.66854 -2.97747  -0.1599
73 N 1.79339 1.52435 -5.64852  -0.3479
74 O 2.08437 2.20354 -6.60909  0.0800
75 O 0.67524 1.43461 -5.18781  0.0758
76 N 6.24819 -0.40370 -5.94711  -0.3624
77 O 7.14019 -1.02724 -5.41649  0.0872
78 O 6.27564 0.01538 -7.08290  0.0841
79 H 5.78026 -1.17172 -3.42555  0.1363
80 H 4.08138 0.93749 -6.74345  0.1360

Forces on atoms 1 to 3 (eV/Å):
0.33 -0.01 -0.36
0.18 0.13 0.14
-0.40 -0.22 -0.26

For the LUMO energy (spin up / spin down), the calculation gives -3.251 / -8.181 eV. As for the HOMO-LUMO gap (spin up / spin down): 7.0 / 2.0 eV. For the molar mass, the calculation gives 758.6 g/mol. Its net charge is +1. Its spin multiplicity is 5.

***

The following is a quantum chemistry calculation of a 3-piece molecular cluster, C35H31F3N3O4S overall at a distorted geometry, from the OMol25 dataset.

Last column: Löwdin charge in e.
Geometry (Å):
1 C -2.49808 -3.07312 -3.17048  -0.1480
2 C -3.68383 -2.21232 -2.49035  -0.5507
3 S -3.50908 -0.40524 -2.84617  0.8404
4 C -5.20728 0.34040 -3.18422  -0.4469
5 N -6.21144 -0.69674 -3.52822  0.0326
6 C -7.35699 -0.72953 -2.69906  -0.2809
7 N -7.50355 -0.19314 -1.50414  0.2486
8 N -8.51762 -1.50874 -3.19587  0.0346
9 C -8.16110 -2.94710 -3.38388  -0.1810
10 C -8.52405 -3.88245 -2.15243  -0.0398
11 C -7.60106 -3.66129 -0.88165  -0.4638
12 F -8.07846 -2.66445 -0.02808  0.0753
13 F -6.27714 -3.35089 -1.18512  0.0733
14 F -7.57301 -4.86912 -0.16534  0.0832
15 H -2.87890 -4.14866 -3.21374  0.0822
16 H -1.55068 -3.06714 -2.55224  0.0716
17 H -2.33034 -2.75250 -4.24722  0.0776
18 H -4.65043 -2.65416 -2.90842  0.0485
19 H -3.70950 -2.38926 -1.36233  0.0715
20 H -5.04575 0.96446 -4.13007  0.1025
21 H -5.50715 1.07272 -2.38044  0.0848
22 H -6.49960 -0.65994 -4.51867  0.1672
23 H -8.45825 0.02709 -1.18153  0.1674
24 H -6.74788 0.10111 -0.87512  0.1553
25 H -8.74343 -1.10728 -4.11670  0.1296
26 H -7.07500 -3.12088 -3.69373  0.1238
27 H -8.77827 -3.32296 -4.26983  0.1446
28 H -8.34700 -4.95832 -2.49532  0.1487
29 H -9.59554 -3.81565 -1.80237  0.1438
30 C 5.74380 -1.60358 0.25866  -0.0409
31 C 5.08322 -1.88873 -0.93384  -0.0464
32 C 3.71676 -2.14195 -0.93033  0.0059
33 C 3.00702 -2.12267 0.26934  -0.0835
34 C 3.67284 -1.86076 1.46758  -0.0951
35 C 5.04260 -1.58969 1.45771  -0.0031
36 C 2.94078 -1.88547 2.75319  -0.2919
37 O 3.52170 -1.65256 3.80086  0.0891
38 C 1.49500 -2.20533 2.75140  -0.0807
39 C 0.80552 -2.28836 3.96083  0.0107
40 C -0.55420 -2.57497 3.96746  -0.0522
41 C -1.23215 -2.77043 2.76659  -0.0600
42 C -0.54770 -2.69387 1.55986  -0.0039
43 C 0.81979 -2.42058 1.55010  -0.0839
44 C 1.54805 -2.37610 0.26032  -0.2782
45 O 0.95663 -2.55074 -0.79161  0.0882
46 H 6.80844 -1.39724 0.25317  0.1131
47 H 5.63432 -1.91149 -1.86751  0.1108
48 H 3.20708 -2.35828 -1.86268  0.1207
49 H 5.56460 -1.37218 2.38272  0.1240
50 H 1.32726 -2.13404 4.89901  0.1250
51 H -1.08739 -2.64431 4.90931  0.1101
52 H -2.29502 -2.98716 2.77238  0.1046
53 H -1.07952 -2.85173 0.62800  0.1098
54 C 3.03446 1.67873 1.96144  -0.0442
55 C 4.13400 1.27646 2.71633  -0.0509
56 C 5.22078 2.12854 2.87037  0.0178
57 C 5.21648 3.38207 2.25954  -0.0810
58 C 4.12516 3.77440 1.48376  -0.0844
59 C 3.02876 2.92381 1.34556  0.0041
60 C 4.12782 5.08296 0.78870  -0.2804
61 O 3.17322 5.42730 0.11416  0.0977
62 C 5.31322 5.96126 0.92039  -0.0856
63 C 5.35552 7.17035 0.22665  0.0014
64 C 6.45772 8.00705 0.35438  -0.0558
65 C 7.51752 7.64431 1.18216  -0.0546
66 C 7.48211 6.43827 1.87080  0.0040
67 C 6.38405 5.58950 1.73393  -0.0845
68 C 6.37233 4.29014 2.44459  -0.2793
69 O 7.30029 3.96988 3.16535  0.1061
70 H 2.18174 1.01632 1.84884  0.1053
71 H 4.14198 0.29934 3.18539  0.0736
72 H 6.07249 1.81309 3.46321  0.1243
73 H 2.17224 3.22922 0.75469  0.1190
74 H 4.53218 7.46003 -0.41696  0.1202
75 H 6.49070 8.94446 -0.19011  0.1082
76 H 8.37410 8.30125 1.28683  0.1089
77 H 8.31211 6.15860 2.51020  0.1220

Forces on atoms 1 to 3 (eV/Å):
-0.74 -0.14 0.18
-0.31 -1.53 0.10
-0.38 -0.13 -0.05

For the LUMO energy, the calculation gives -4.140 eV. As for the HOMO-LUMO gap: 6.6 eV. For the molar mass, the calculation gives 646.7 g/mol. Its net charge is +1. Its spin multiplicity is 1.

***

The following is a quantum chemistry calculation of C35H31IrN14O3S as an isolated structure at a distorted geometry, from the OMol25 dataset.

Last column: Löwdin charge in e.
Geometry (Å):
1 Ir -0.16791 0.66020 1.62956  1.4124
2 N 0.09803 9.28926 0.46967  0.1446
3 C -0.07763 7.95168 0.35638  -0.2949
4 C -1.36384 7.41205 0.17857  -0.0067
5 C -1.54156 6.05533 0.05357  -0.0511
6 C -0.43482 5.21220 0.10634  -0.3576
7 C 0.85187 5.72507 0.28489  -0.0558
8 C 1.02808 7.07956 0.41438  -0.0092
9 S -0.63112 3.54199 -0.22277  0.6498
10 O -2.00369 3.22630 -0.48483  -0.2763
11 O 0.39079 3.13273 -1.14256  -0.2942
12 N -0.24891 2.65719 1.20955  -0.2094
13 C -0.75979 3.05114 2.42422  -0.4819
14 N -1.05737 4.27480 2.80806  0.1855
15 C -1.43946 4.42035 4.06861  -0.0468
16 C -1.50802 3.35578 4.96903  -0.0056
17 C -1.20215 2.10893 4.48143  -0.0761
18 N -0.84452 1.95484 3.19662  -0.0229
19 H -0.68113 9.91957 0.42685  0.1121
20 H 1.01111 9.68129 0.60473  0.1109
21 H -2.21532 8.07849 0.12295  0.1211
22 H -2.52771 5.63574 -0.09079  0.1209
23 H 1.70441 5.05876 0.30877  0.1195
24 H 2.02283 7.48978 0.53505  0.1195
25 H -1.68815 5.42930 4.37702  0.1329
26 H -1.78749 3.49687 6.00146  0.1205
27 H -1.25472 1.22698 5.09803  0.1081
28 C 1.19721 1.08655 -3.71761  -0.0459
29 N 0.55660 0.72106 -2.45425  -0.1035
30 C 1.07841 0.65736 -1.25181  -0.1078
31 N 0.11874 0.32439 -0.37722  -0.1186
32 C -1.01307 0.22955 -1.16590  -0.1821
33 N -0.77095 0.45902 -2.41749  0.1814
34 C 1.60051 -0.09297 -4.57143  -0.1902
35 C 2.49491 0.10251 -5.61999  -0.0245
36 C 2.80851 -0.94330 -6.47508  -0.0397
37 C 2.24728 -2.19963 -6.28952  0.0053
38 C 1.37703 -2.39749 -5.22755  -0.1275
39 C 1.05155 -1.34552 -4.37544  0.0232
40 C 0.79646 -3.70859 -4.94045  -0.2900
41 N 0.57484 -4.72181 -5.69808  0.1446
42 N -0.00983 -5.69796 -4.88272  0.1443
43 C -0.08632 -5.18410 -3.70921  -0.2950
44 O 0.40367 -3.92102 -3.65933  0.1047
45 C -0.58018 -5.73380 -2.44750  -0.1230
46 C -1.42485 -6.83872 -2.39996  0.0127
47 C -1.89437 -7.28391 -1.17421  -0.0348
48 C -1.52113 -6.64312 0.00283  -0.0170
49 C -0.65374 -5.56185 -0.04705  -0.2153
50 C -0.18596 -4.85467 1.19510  -0.0506
51 N -0.66297 -3.46070 1.26620  -0.0734
52 C 0.03450 -2.34098 1.22042  -0.0991
53 N -0.80354 -1.30744 1.33816  -0.1214
54 C -2.03507 -1.89328 1.42848  -0.1762
55 N -1.98111 -3.19354 1.37693  0.1760
56 C -0.19285 -5.10823 -1.27147  0.0199
57 H 2.04724 1.72392 -3.47933  0.1409
58 H 0.45979 1.69045 -4.24592  0.1506
59 H 2.11635 0.83235 -1.02572  0.1613
60 H -1.99084 -0.02028 -0.79382  0.1220
61 H 2.94014 1.07821 -5.77787  0.1223
62 H 3.49988 -0.77887 -7.29022  0.1173
63 H 2.48258 -3.02288 -6.95044  0.1278
64 H 0.33820 -1.52044 -3.58192  0.1091
65 H -1.70968 -7.33217 -3.31962  0.1294
66 H -2.56053 -8.13453 -1.13129  0.1182
67 H -1.89958 -6.99500 0.95490  0.1199
68 H 0.90255 -4.80378 1.21714  0.1372
69 H -0.53836 -5.35678 2.09384  0.1351
70 H 1.10715 -2.28638 1.13613  0.1522
71 H -2.96042 -1.34674 1.50624  0.1338
72 H 0.49361 -4.27056 -1.32119  0.1224
73 N -1.57191 -0.86353 4.13390  0.1523
74 C -0.23067 -0.99801 4.15259  -0.3653
75 C 0.36687 -1.84128 5.11118  0.0163
76 C 1.72499 -1.97847 5.15721  -0.0148
77 C 2.52531 -1.27484 4.24544  -0.0344
78 C 1.90396 -0.48764 3.32674  -0.1129
79 N 0.55101 -0.34260 3.26059  -0.1031
80 H -2.13573 -1.42314 4.75024  0.1368
81 H -2.02515 -0.25466 3.47708  0.0760
82 H -0.27273 -2.37572 5.80089  0.1306
83 H 2.17652 -2.62482 5.89822  0.1312
84 H 3.60282 -1.33838 4.26808  0.1242
85 H 2.46053 0.07257 2.58726  0.1182

Forces on atoms 1 to 3 (eV/Å):
-1.23 0.46 0.01
-0.01 -0.10 0.02
0.01 0.09 0.05

For the LUMO energy, the calculation gives -6.653 eV. For the energy relative to the best compared isomer or geometry (same formula, charge and spin), the calculation gives 211.7 kJ/mol. As for the HOMO-LUMO gap: 5.7 eV. For the molar mass, the calculation gives 920.0 g/mol. Its net charge is +2. Its spin multiplicity is 1.